No. 1
DFT (ωB97M-V/def2-TZVPD) results for a molecular structure, C7H12N3O at a distorted geometry.

The value obtained for the LUMO energy is -2.89 eV. The largest force on an atom is 0.1384 Eh/bohr. Its energy above the lowest of the compared OMol25 structures with the same formula, charge and spin is 77.8 kcal/mol. The HOMO energy comes out at -14.86 eV. The calculation puts the frontier orbital gap at 11.973 eV.

The geometry in ORCA input format:
```
! wB97M-V def2-TZVPD RIJCOSX def2/J DEFGRID3
* xyz 1 1
C -1.2489 -3.6810 0.7167
C -0.7576 -1.7124 0.8139
C 0.6959 0.5176 -1.5874
C -0.6588 0.1258 -1.0331
C 1.7518 -0.0959 -0.6209
C -0.4935 0.0728 0.5147
C -1.2912 0.7168 1.5219
N -1.6266 -2.5532 0.1733
N 0.0719 -2.2178 1.6258
N 1.0982 0.1091 0.7336
O -0.1673 -3.5893 1.4868
H -1.5436 -4.6694 0.4496
H 0.7948 0.0657 -2.4851
H 0.8478 1.5767 -1.7113
H -1.4281 0.8170 -1.3842
H -0.9262 -0.8384 -1.3347
H 1.5454 -1.1777 -0.6830
H 2.7622 0.2263 -0.9232
H -1.0121 1.8037 1.4322
H -1.0654 0.3194 2.5732
H -2.2977 0.5579 1.1206
H 1.4756 -0.5293 1.3574
H 1.4343 0.9928 1.1023
*
```


No. 2
DFT (ωB97M-V/def2-TZVPD) results for a molecular structure, C16H31F3O3P2PtS at a distorted geometry.

The value obtained for the LUMO energy (spin up / spin down) is -7.67 / -11.28 eV. The largest force on an atom is 0.0932 Eh/bohr. Its energy above the lowest of the compared OMol25 structures with the same formula, charge and spin is 77.2 kcal/mol. The HOMO energy (spin up / spin down) comes out at -12.30 / -14.77 eV. Its expectation value of S² is 6.02. The calculation puts the frontier orbital gap (spin up / spin down) at 4.622 / 3.494 eV.

The geometry in ORCA input format:
```
! wB97M-V def2-TZVPD RIJCOSX def2/J DEFGRID3
* xyz 2 5
P -3.4247 0.9118 -1.5784
P -0.2329 -0.6308 -1.7530
C -1.8010 1.4135 -2.3882
C -1.1270 0.2292 -3.1158
H -1.2057 1.6447 -1.4858
H -1.8851 2.3392 -2.9183
H -1.8032 -0.5669 -3.5057
H -0.3748 0.6106 -3.8210
C 1.4232 0.3753 -2.2391
H 2.2161 0.2490 -1.4890
H 1.2174 1.4390 -2.3960
H 1.7693 -0.0290 -3.1956
C 0.6000 -2.0907 -2.6025
H 0.9821 -1.8221 -3.6031
H -0.1134 -2.9135 -2.6884
H 1.4657 -2.4025 -1.9937
C -3.4402 2.2916 -0.3597
H -4.2497 2.1127 0.3570
H -3.6676 3.1480 -1.0105
H -2.4636 2.4133 0.1444
C -4.9213 1.3346 -2.5898
H -4.5483 1.5346 -3.6035
H -5.4678 2.2624 -2.2288
H -5.6061 0.5033 -2.5312
Pt -2.6830 -0.9864 -1.0231
C 4.5646 -0.1802 0.3688
C 4.0623 0.7062 1.2356
C 3.4335 2.0382 1.0030
C 1.9188 1.9357 1.2416
C 1.6502 0.4911 1.6542
C 1.8226 -0.7714 1.1830
C 2.8311 -1.9026 0.9850
C 4.3657 -1.6265 0.7848
C -3.8354 -1.1359 0.6851
H 5.1200 0.0317 -0.5610
H 3.9143 0.3347 2.2634
H 3.5539 2.3913 -0.0266
H 3.8402 2.7569 1.6886
H 1.5230 2.5591 2.0704
H 1.3850 2.2722 0.3301
H 0.6697 0.6157 2.2254
H 0.8182 -1.2198 0.9525
H 2.5050 -2.2956 -0.0021
H 2.7528 -2.7586 1.6671
H 4.9029 -1.8593 1.7259
H 4.7701 -2.3295 0.0319
H -3.5775 -1.8571 1.4999
H -4.8849 -1.2899 0.4256
H -3.7574 -0.1575 1.1836
F -0.0156 -1.2520 5.3896
C 0.0107 -1.6528 4.1024
F 1.2559 -1.3444 3.6285
F -0.0843 -2.9992 4.0289
S -1.3650 -0.8505 3.0909
O -2.5385 -1.0646 3.9227
O -0.9691 0.5822 3.0239
O -1.3016 -1.5382 1.8158
*
```


No. 3
DFT (ωB97M-V/def2-TZVPD) results for 2 unconnected molecules or ions with the total composition C20H25Cl2N2O5P at a distorted geometry.

The value obtained for the LUMO energy is -0.44 eV. The SMILES is CCCc1c(COC)c(/C(Cl)=C(/C)Cl)cc2ncc(P(C)O)nc12.O=C1OCCO1. The largest force on an atom is 0.0287 Eh/bohr. The HOMO energy comes out at -8.12 eV. The calculation puts the frontier orbital gap at 7.674 eV.

The geometry in ORCA input format:
```
! wB97M-V def2-TZVPD RIJCOSX def2/J DEFGRID3
* xyz 0 1
C -0.9176 3.7740 3.1063
C -0.6448 2.6491 2.0956
C -0.9135 1.2730 2.7559
C -1.3269 0.2018 1.7744
C -2.5775 -0.4012 1.8090
C -3.6398 -0.0731 2.8386
O -3.2090 -0.0722 4.1818
C -2.7809 -1.3466 4.6073
C -2.9091 -1.3630 0.7999
C -4.2358 -2.0115 0.7519
Cl -5.4573 -1.0839 -0.0760
C -4.5475 -3.1896 1.2767
C -5.8809 -3.8385 1.2574
Cl -3.2793 -4.0704 2.0692
C -1.9984 -1.6970 -0.1742
C -0.7160 -1.1111 -0.2159
N 0.1372 -1.4734 -1.2145
C 1.2893 -0.8642 -1.1821
C 1.6638 0.0718 -0.1873
P 3.3036 0.9203 -0.1630
C 3.9807 0.6024 -1.8266
O 4.2689 -0.0154 0.8245
N 0.8488 0.4191 0.7752
C -0.3790 -0.1605 0.7645
H -1.9641 4.0676 3.0596
H -0.2601 4.6216 2.9489
H -0.7512 3.3948 4.1118
H -1.2228 2.7560 1.1821
H 0.4098 2.6679 1.8444
H -1.6600 1.4204 3.5224
H -0.0037 0.9315 3.2463
H -4.4795 -0.7641 2.7555
H -4.0445 0.9124 2.6138
H -3.6296 -2.0285 4.6926
H -2.3681 -1.2212 5.6041
H -1.9957 -1.7600 3.9755
H -6.6674 -3.1060 1.1305
H -6.0358 -4.3393 2.2093
H -5.9561 -4.5905 0.4756
H -2.2560 -2.4177 -0.9350
H 1.9951 -1.0961 -1.9645
H 5.0572 0.7346 -1.8202
H 3.8028 -0.3912 -2.2226
H 3.5848 1.3628 -2.4927
H 3.7284 -0.6944 1.2449
C 5.5449 2.2239 -6.1256
C 5.4470 1.1265 -7.1650
O 5.6984 -0.0493 -6.3902
C 5.3886 0.2176 -5.0989
O 5.3282 -0.5931 -4.2353
O 5.1555 1.5431 -4.9291
H 4.8811 3.0619 -6.3202
H 6.5640 2.5944 -6.0031
H 4.4499 1.0527 -7.6024
H 6.1802 1.2218 -7.9613
*
```


No. 4
DFT (ωB97M-V/def2-TZVPD) results for 3 unconnected molecules or ions with the total composition C24H47ClN2O2Si at a distorted geometry.

The value obtained for the LUMO energy is 0.18 eV. The SMILES is CCC(=O)OCC[Si@H](Cl)Cc1ccccc1.CCN(CC)CC.CCN(CC)CC. The largest force on an atom is 0.1583 Eh/bohr. The HOMO energy comes out at -8.00 eV. The calculation puts the frontier orbital gap at 8.177 eV.

The geometry in ORCA input format:
```
! wB97M-V def2-TZVPD RIJCOSX def2/J DEFGRID3
* xyz 0 1
C 6.7352 -0.0332 2.5696
C 7.5522 -1.4225 2.2655
C 6.4928 -2.4498 1.5206
O 6.2674 -2.2405 0.2210
O 5.8992 -3.5267 2.3428
C 4.5908 -3.9542 1.8231
C 3.6214 -4.7071 2.9098
Si 3.0144 -3.6054 4.3678
Cl 1.1720 -4.5250 5.0789
C 2.7436 -1.7491 3.9331
C 1.4918 -1.6347 2.8612
C 1.6649 -1.4656 1.2306
C 0.4004 -1.3805 0.1526
C -1.1106 -1.4671 0.8140
C -1.3225 -1.6347 2.4442
C -0.0406 -1.6972 3.4644
H 7.2220 0.5789 3.4509
H 6.5969 0.6246 1.5849
H 5.6482 -0.3417 2.9195
H 7.8805 -1.9643 3.2642
H 8.4625 -1.1549 1.5661
H 4.8215 -4.7594 0.9724
H 4.0381 -3.0401 1.3387
H 2.6666 -5.0810 2.2984
H 4.1152 -5.6821 3.3632
H 3.9550 -3.7356 5.5031
H 2.4662 -1.1751 4.9424
H 3.7361 -1.2080 3.5502
H 2.7410 -1.3858 0.7535
H 0.6262 -1.2829 -1.0037
H -2.0320 -1.4473 0.0927
H -2.4072 -1.7081 2.8917
H -0.1730 -1.8019 4.6315
C -3.2714 5.2832 2.0734
C -2.2647 4.1841 1.7387
N -2.6209 3.3770 0.5681
C -1.7889 2.1796 0.4159
C -0.3037 2.3858 0.1341
C -2.8772 4.1111 -0.6722
C -1.7599 4.9872 -1.2194
H -4.2717 4.8670 2.2303
H -2.9705 5.7905 2.9952
H -3.3257 6.0427 1.2874
H -2.2136 3.5253 2.6158
H -1.2743 4.6379 1.6309
H -2.2100 1.5410 -0.3706
H -1.8784 1.5860 1.3341
H -0.1259 2.6802 -0.9022
H 0.2362 1.4450 0.2915
H 0.1499 3.1318 0.7932
H -3.7601 4.7455 -0.5194
H -3.1935 3.4103 -1.4562
H -1.2538 5.5654 -0.4420
H -2.1691 5.7029 -1.9422
H -1.0118 4.3985 -1.7549
C -1.7347 -2.7856 -4.3455
C -3.0263 -2.0052 -4.1085
N -2.8675 -0.8209 -3.2595
C -4.1440 -0.2370 -2.8363
C -5.0423 0.3515 -3.9200
C -1.8561 0.1492 -3.6822
C -2.0031 0.7677 -5.0646
H -1.2822 -3.0959 -3.3982
H -1.9502 -3.6878 -4.9260
H -1.0014 -2.2027 -4.9113
H -3.7266 -2.6954 -3.6193
H -3.4647 -1.7514 -5.0789
H -3.9583 0.5334 -2.0777
H -4.7139 -1.0133 -2.3110
H -4.6769 1.3205 -4.2658
H -6.0471 0.5195 -3.5157
H -5.1491 -0.3114 -4.7836
H -0.8726 -0.3364 -3.6320
H -1.7859 0.9551 -2.9396
H -2.2848 0.0385 -5.8286
H -1.0507 1.2128 -5.3757
H -2.7391 1.5747 -5.0687
*
```


No. 5
DFT (ωB97M-V/def2-TZVPD) results for a single C2H7N3O molecule at a distorted geometry.

The value obtained for the LUMO energy is 0.73 eV. The SMILES is [H]/N=C(\N)NOC. The largest force on an atom is 0.0663 Eh/bohr. Its energy above the lowest of the compared OMol25 structures with the same formula, charge and spin is 76.7 kcal/mol. The HOMO energy comes out at -9.19 eV. The calculation puts the frontier orbital gap at 9.925 eV.

The geometry in ORCA input format:
```
! wB97M-V def2-TZVPD RIJCOSX def2/J DEFGRID3
* xyz 0 1
C 2.1869 0.2581 0.4124
C -0.8958 0.1607 -0.0151
H 1.6148 1.1769 0.6906
H 3.0039 0.5462 -0.2632
H 2.6182 -0.3911 1.2028
H -0.2113 -1.7023 -0.4111
H -3.0332 0.2051 0.1949
H -2.2935 -1.4539 0.0109
H -1.4626 1.9220 -0.0257
N 0.0912 -0.8154 0.0581
N -2.1413 -0.4386 0.2573
N -0.6309 1.3999 -0.2470
O 1.3480 -0.4796 -0.5328
*
```


No. 6
DFT (ωB97M-V/def2-TZVPD) results for a single C4H8O3 molecule at a distorted geometry.

The value obtained for the LUMO energy is 0.75 eV. The SMILES is O=C(O)CCCO. The largest force on an atom is 0.0477 Eh/bohr. Its energy above the lowest of the compared OMol25 structures with the same formula, charge and spin is 33.1 kcal/mol. The HOMO energy comes out at -10.19 eV. The calculation puts the frontier orbital gap at 10.941 eV.

The geometry in ORCA input format:
```
! wB97M-V def2-TZVPD RIJCOSX def2/J DEFGRID3
* xyz 0 1
O 1.4040 1.7451 1.4419
C 1.2663 0.6481 0.9393
O 2.2890 0.1310 0.2596
C -0.0806 -0.0729 0.8850
C -0.4254 -0.4431 -0.5345
C -1.8297 -1.0911 -0.6538
O -2.2564 -0.7776 -1.9877
H 2.9495 0.7529 -0.0376
H -0.3744 -0.7560 1.6971
H -0.6763 0.7750 1.2620
H 0.3420 -1.0022 -1.1048
H -0.4176 0.4248 -1.2120
H -2.5733 -0.8268 0.1018
H -1.7756 -2.1663 -0.5047
H -3.1767 -0.5349 -1.9021
*
```